C18H21N3O3S | ωB97M-V/def2-TZVPD

Cartesian coordinates (Å):
C -4.82405 -3.41416 0.55179
H -5.89519 -3.36620 0.36193
O -4.25607 -2.37713 -0.21198
C -2.91000 -2.19085 -0.15635
C -2.02530 -2.96410 0.58856
C -0.67382 -2.67387 0.57814
C -0.19066 -1.61310 -0.17065
C -1.06535 -0.85642 -0.94367
C -2.41235 -1.13910 -0.92877
H -3.11051 -0.56251 -1.51524
H -0.68806 -0.05259 -1.55768
N 1.18678 -1.34050 -0.17555
C 1.80360 -0.12648 -0.14331
C 3.15879 -0.37486 -0.24475
C 3.25605 -1.77336 -0.31555
N 2.07013 -2.34483 -0.26471
C 4.61303 -2.34725 -0.40777
H 4.82584 -3.07918 0.36887
H 4.82162 -2.77665 -1.38721
S 5.78689 -0.90447 -0.16065
O 6.19129 -0.93930 1.24187
C 4.42071 0.39088 -0.26976
H 4.55510 1.05636 0.58231
H 4.57535 0.93993 -1.20017
N 1.13235 1.08413 0.01508
C 0.18686 1.29777 0.98283
O -0.20622 0.41057 1.70503
C -0.37315 2.70914 1.09287
H -0.20728 3.00696 2.13211
C 0.12901 3.76557 0.11064
H 1.21179 3.78443 -0.02080
H -0.16231 4.74462 0.49602
C -0.63800 3.48185 -1.18413
C -1.98424 2.88324 -0.73536
C -1.87904 2.66429 0.78112
H -2.38134 3.47039 1.31635
H -2.31779 1.71899 1.09580
H -2.17162 1.93938 -1.24454
H -2.81099 3.55258 -0.96921
H -0.77202 4.38875 -1.77239
H -0.09646 2.76679 -1.80495
H 1.56921 1.87987 -0.42334
H 0.01905 -3.26449 1.15517
H -2.37625 -3.78877 1.18776
H -4.44607 -4.39404 0.24305
H -4.63931 -3.27231 1.62116

Computed properties:
Energy above the lowest of the compared OMol25 structures with the same formula, charge and spin ... 80.9 kcal/mol
HOMO ... -0.2994 Ha
Total charge ... 0
LUMO level ... 0.4 eV
Orbital gap ... 0.315 Ha